Record 1
DFT (ωB97M-V/def2-TZVPD) results for 7 unconnected molecules or ions with the total composition C20H54O8.

Its spin multiplicity is 1. Its net charge is 0. The SMILES is CC(C)O.CC(C)O.CC(C)O.CC(C)O.CC(C)O.CC(C)O.OCCO.

```
82
Properties=species:S:1:pos:R:3:forces:R:3:lowdin_charge:R:1
O -1.89013 -3.90435 6.44169 0.5 0.1 0.7 -0.039
O -4.39979 0.84194 0.37886 1.2 -0.7 -1.4 -0.051
O 5.43602 -3.22798 -1.19497 0.8 -0.9 -1.5 -0.045
O -1.21455 -0.05710 -1.85629 1.0 0.0 0.4 -0.071
O -0.94692 6.23708 1.59364 0.3 -0.5 -1.8 -0.054
O -0.65670 2.20574 0.48212 -0.6 -0.7 -0.5 -0.089
O 6.51188 1.27212 -1.57207 -0.4 -0.8 -0.4 -0.073
O 1.08540 -4.37427 -6.78390 0.7 -0.6 -0.7 -0.071
C -0.88402 6.53400 2.94797 -2.5 0.8 -0.2 -0.507
C 5.77543 3.45743 -1.18906 -0.9 0.9 -0.5 -0.078
C 5.07777 -3.70731 0.07245 0.1 1.7 1.7 -0.544
C 4.56582 1.93141 -2.94049 1.3 0.1 0.6 -0.032
C -0.07768 0.27230 -1.04494 -0.4 2.2 0.5 -0.201
C -6.26496 -0.40228 1.08966 -0.6 -0.6 -0.5 -0.058
C 3.73025 -3.08474 0.33559 -0.3 -0.1 0.9 -0.066
C -5.98577 2.06309 1.55888 -1.3 -0.4 0.3 -0.059
C -0.42191 -3.34452 -8.31111 0.2 0.1 0.2 -0.054
C 5.14460 -5.20440 0.23095 0.3 -0.1 -1.9 -0.049
C -5.31585 0.70460 1.41903 0.0 1.3 0.3 -0.531
C 0.16891 -3.28872 -6.88924 0.2 -0.7 0.5 -0.481
C -1.39386 -3.18708 4.26868 1.1 0.6 -0.1 -0.067
C 5.31389 2.05857 -1.54410 0.1 0.1 -0.2 -0.457
C -3.57101 -4.31523 4.82288 -0.4 0.2 0.0 -0.060
C -0.05408 1.84044 -0.77223 0.5 -0.4 0.2 -0.216
C -0.85533 -3.53549 -5.79110 -1.0 0.9 -0.2 -0.069
C -2.46396 -3.37979 5.26975 -1.1 -0.7 -0.4 -0.550
C -1.66218 5.49718 3.76399 1.5 1.4 0.9 -0.048
C -1.58378 7.88605 3.06262 0.8 1.3 2.3 -0.083
H -0.85569 -4.10130 4.01833 -0.2 -0.1 -0.1 0.089
H 6.15147 -5.52310 -0.03876 0.1 -0.1 0.2 0.078
H 4.04462 2.82545 -3.28275 -0.3 0.0 0.6 0.068
H 7.09426 1.61736 -0.89145 0.0 -0.1 0.1 0.076
H 4.65232 1.68519 -0.76243 -0.2 -0.2 0.1 0.120
H -2.62595 8.04305 2.78456 0.1 -0.7 -1.1 0.091
H 0.33473 -3.28467 -9.09342 0.4 0.0 0.3 0.073
H -6.73021 1.96695 2.34923 0.2 0.5 0.5 0.077
H -2.92725 -2.40953 5.44876 0.0 0.3 0.2 0.134
H -1.72198 8.12306 4.11752 0.4 0.1 0.4 0.072
H -5.29121 2.89381 1.68375 0.0 -0.2 0.4 0.075
H 5.81788 -2.35030 -1.12112 0.0 0.0 0.1 0.091
H 4.87809 -5.66266 1.18335 -0.2 0.5 0.0 0.085
H -5.76390 -1.35081 0.89645 0.2 0.1 0.2 0.081
H -4.77402 0.48063 2.33792 0.0 -0.2 0.3 0.134
H 3.79217 -2.00235 0.44822 0.3 0.1 -0.3 0.071
H -1.77219 -2.67376 3.38468 0.1 -0.2 -0.1 0.085
H -1.00548 4.62731 3.77744 -0.8 -0.4 0.5 0.082
H -2.72885 5.36115 3.58568 0.3 -0.3 -1.0 0.084
H -4.29676 -4.30454 5.63607 -0.3 -0.4 -0.1 0.074
H 4.52204 -5.55841 -0.59075 -0.3 -0.7 0.2 0.083
H 5.31797 1.79368 -3.71729 0.2 -0.2 0.1 0.072
H 0.93704 2.29152 -0.72412 0.5 -0.6 -0.2 0.101
H 6.63761 3.67554 -1.81927 -0.3 0.5 -0.4 0.088
H -0.67240 -2.53139 4.75619 0.3 0.1 -0.3 0.082
H -1.70847 6.76704 1.34711 0.0 -0.4 -0.9 0.075
H -0.92554 -4.29955 -8.46069 -0.1 0.0 0.1 0.079
H -3.68590 1.43119 0.63329 0.0 0.1 0.1 0.081
H 3.07258 -3.28820 -0.50949 -0.2 -0.2 0.3 0.086
H -1.69492 6.07730 4.68620 0.3 -1.0 1.0 0.067
H -0.51396 2.32769 -1.63199 -0.5 -0.1 0.0 0.112
H 6.07617 3.74859 -0.18264 0.1 -1.1 0.4 0.076
H 1.79095 -4.21221 -6.15340 -0.2 0.3 0.1 0.087
H -2.41214 -3.62502 7.19739 0.0 -0.1 0.1 0.091
H -3.23493 -5.33464 4.63323 0.2 0.1 0.2 0.084
H -1.10847 -2.53048 -8.54366 -0.2 0.0 0.4 0.075
H -1.62621 -2.76875 -5.86823 -0.4 -0.1 -0.1 0.074
H -4.06990 -3.95907 3.92157 0.0 0.1 -0.1 0.076
H 0.72056 -2.36641 -6.70722 -0.2 0.3 -0.2 0.131
H -6.81418 -0.19054 0.17226 0.0 0.3 -0.1 0.085
H -0.58967 3.15982 0.56478 0.0 0.2 0.1 0.070
H -6.60327 2.31113 0.69559 0.2 -0.2 -0.4 0.081
H 5.79685 -3.27791 0.77005 0.1 0.1 0.4 0.130
H -1.95716 0.24417 -1.32773 -0.5 -0.1 -0.1 0.069
H 0.87056 0.03696 -1.52821 -0.4 -0.3 -0.4 0.107
H 3.91585 1.05762 -2.98661 -0.1 0.1 0.2 0.065
H 0.16034 6.65180 3.23698 -0.1 -0.3 0.3 0.143
H 4.91477 4.11283 -1.32256 0.2 0.5 -0.6 0.076
H -1.30680 -4.52135 -5.90221 0.0 0.0 -0.1 0.082
H -0.12674 -0.24207 -0.08520 0.1 -0.1 0.1 0.112
H -0.53218 -3.43743 -4.75474 0.7 -0.1 -0.2 0.074
H -7.01833 -0.56314 1.86081 0.1 0.1 0.2 0.083
H 3.35657 -3.41950 1.30327 -0.5 -0.3 -0.1 0.078
H -0.92849 8.68939 2.72596 -0.3 0.0 -0.5 0.085
```
Positions in Å, forces in eV/Å.



Record 2
DFT (ωB97M-V/def2-TZVPD) results for 5 unconnected molecules or ions with the total composition C20H55NO20P4.

Its spin multiplicity is 1. Its net charge is 0. The SMILES is CCOCC[C@@H](COO)OCCN.COP(=O)(OC)OC.COP(=O)(OC)OC.COP(=O)(OC)OC.COP(=O)(OC)OC.

```
100
Properties=species:S:1:pos:R:3:forces:R:3:lowdin_charge:R:1
P -2.31585 1.33966 5.94685 -0.8 3.0 -3.6 0.407
P -0.95915 -0.69627 -7.23002 -0.1 -4.6 -1.4 0.409
P 3.96656 3.75225 5.19526 -0.9 -5.5 4.0 0.542
P -3.86548 -4.42347 -1.71626 -1.9 3.2 2.9 0.411
O 2.81901 4.78214 5.71234 1.1 1.5 -1.4 -0.271
O 5.29623 1.79734 -0.66760 0.3 -0.2 -0.2 -0.123
O 3.16806 2.54327 4.87456 -0.2 0.4 -0.6 -0.268
O -1.17401 0.40896 -8.35610 -0.2 1.1 1.4 -0.244
O 2.72642 0.49334 -1.02157 -0.5 0.1 0.1 -0.109
O -4.67237 -3.07446 -2.11320 0.1 -0.2 -0.7 -0.234
O -3.06137 2.57748 6.20109 -0.1 -0.2 0.7 -0.240
O -3.80675 -4.64356 -0.26849 0.3 -0.6 -0.1 -0.236
O -0.80844 1.61882 6.39927 -0.5 -1.9 1.5 -0.217
O -4.87918 -5.45982 -2.38131 1.4 -0.4 -1.1 -0.246
O 1.41673 -1.65284 1.03523 -0.5 0.1 -0.2 -0.124
O -2.45072 -3.81922 -2.14330 0.0 -2.0 -1.4 -0.211
O -1.91992 1.15314 4.39043 0.3 -0.6 0.2 -0.233
O -2.28140 -1.57425 -7.55278 -0.4 0.6 0.2 -0.236
O 4.71795 3.74513 6.64064 0.3 0.9 -0.2 -0.239
O 5.09699 3.20746 -0.49158 0.0 0.0 0.1 -0.020
O -1.19799 -0.74682 -5.64670 0.0 2.4 -0.3 -0.225
O 5.37018 3.25902 4.50357 -0.3 2.8 -1.5 -0.233
O -3.29727 0.08714 6.05403 1.2 -0.6 1.2 -0.244
O 0.28459 -1.43003 -7.47896 0.4 0.5 0.1 -0.235
N 2.53092 0.14693 -4.17883 0.1 -0.1 0.3 0.009
C -0.13792 0.59311 -9.33792 0.2 0.4 -0.1 -0.080
C 1.33765 -2.14271 -0.28621 0.8 -0.6 -0.3 -0.292
C 0.10203 0.49633 6.45730 0.2 0.0 -0.1 -0.075
C 1.17349 -0.27390 1.21306 -0.2 0.3 0.7 -0.206
C 4.29376 4.44729 7.80664 0.0 -0.2 0.1 -0.101
C -2.13452 -3.71225 -3.54594 0.0 0.2 -0.1 -0.078
C 3.06478 1.16985 0.17747 0.7 0.1 0.3 -0.328
C 2.44166 0.54643 1.44084 -0.1 -0.2 -0.9 -0.084
C 0.88836 -3.59285 -0.30240 -0.2 0.6 -0.1 -0.065
C -3.08043 -1.45366 -8.72478 0.1 -0.2 0.0 -0.101
C 1.45161 4.35832 5.60619 -0.5 0.3 -0.3 -0.090
C -2.58791 0.30027 3.46512 0.0 0.2 -0.1 -0.095
C 6.44867 4.19135 4.30472 0.1 -0.1 0.2 -0.103
C 4.58182 1.14996 0.35831 -0.9 0.2 0.7 -0.165
C -6.01060 -3.03096 -2.59249 0.0 0.1 0.2 -0.105
C -2.24463 0.08460 -5.10190 -0.1 -0.1 0.2 -0.090
C -5.47593 -6.46370 -1.54303 0.0 -0.4 -0.1 -0.085
C 2.27692 1.35987 -2.04492 0.1 0.1 -0.2 -0.213
C 1.57686 0.60164 -3.15144 0.3 0.0 -0.5 -0.248
C -4.65780 0.31608 6.45376 -0.2 -0.2 0.3 -0.086
H 1.00409 -0.23263 -2.74299 -0.1 0.1 0.2 0.097
H 1.60151 -4.22739 0.21665 -0.1 -0.1 0.1 0.074
H -2.65959 -0.71869 3.83703 -0.1 0.0 0.0 0.087
H -2.24984 -0.06048 -4.02511 0.1 -0.1 0.0 0.088
H -2.82911 -3.03096 -4.03989 0.0 0.0 0.0 0.082
H -5.16471 0.92302 5.70824 0.1 0.1 0.0 0.091
H 1.18228 4.12947 4.57971 0.0 -0.1 0.0 0.089
H -1.99295 0.29638 2.55402 0.0 0.1 0.0 0.078
H 3.17449 -0.13784 1.87134 -0.1 0.1 0.4 0.124
H 6.14065 5.02121 3.66852 0.0 0.0 0.0 0.082
H 2.78111 2.22469 0.12586 -0.3 0.0 -0.2 0.139
H -3.40125 -0.42758 -8.88822 0.1 0.0 0.0 0.083
H 3.38311 4.00551 8.21170 -0.1 0.1 0.0 0.089
H 0.55246 0.15992 0.42403 0.1 -0.2 -0.2 0.125
H -3.96069 -2.07464 -8.57093 0.0 0.0 0.0 0.087
H 0.58254 -0.20193 2.13044 0.0 0.0 0.0 0.110
H 2.22568 1.36331 2.12656 0.2 -0.1 0.3 0.117
H -4.72289 -7.08037 -1.06127 0.0 0.1 0.1 0.088
H 0.83531 5.18455 5.95703 0.2 0.1 0.0 0.095
H -3.58078 0.68826 3.23138 0.0 -0.1 0.0 0.089
H 1.28557 3.49115 6.23794 0.1 -0.1 -0.1 0.075
H -5.12784 -0.66357 6.50895 0.1 0.0 0.0 0.090
H 4.88542 0.10533 0.42024 0.4 0.0 -0.4 0.142
H 1.60633 2.13429 -1.65848 -0.1 -0.1 0.3 0.125
H -3.21386 -0.20880 -5.50826 0.0 0.0 0.0 0.085
H 3.43809 0.01106 -3.74734 0.0 -0.1 0.0 0.062
H 1.06258 0.87216 6.79698 0.0 0.1 0.0 0.083
H 4.62550 3.43910 -1.30279 0.0 0.0 0.0 0.090
H -6.20304 -2.00387 -2.89726 0.0 0.0 0.1 0.085
H -4.71296 0.79541 7.42692 0.0 0.1 0.0 0.087
H -2.54181 -1.82441 -9.59810 0.0 0.1 0.0 0.090
H -0.10764 -3.66942 0.12985 0.0 -0.2 0.1 0.077
H 3.14497 1.87880 -2.47556 0.0 0.1 -0.1 0.120
H 0.22320 0.05475 5.46804 0.0 0.1 0.0 0.087
H -6.10824 -5.99234 -0.79536 0.1 0.0 0.1 0.091
H -1.12805 -3.31245 -3.62715 0.0 0.0 0.1 0.087
H 5.09031 4.34062 8.54094 0.0 -0.1 0.0 0.088
H -6.08369 -7.08485 -2.19758 0.0 0.1 -0.1 0.089
H -0.03270 -0.30805 -9.93587 0.0 -0.1 0.1 0.091
H -2.05950 1.13765 -5.31466 0.0 0.0 0.0 0.087
H 4.14125 5.50466 7.60856 -0.1 0.0 0.0 0.084
H -2.16688 -4.68671 -4.03260 0.0 0.0 0.0 0.090
H -0.46150 1.41699 -9.97016 -0.1 0.0 0.1 0.090
H 2.34131 -2.09574 -0.72337 0.0 0.1 -0.2 0.115
H 0.68592 -1.55839 -0.94038 -0.2 0.3 0.3 0.098
H 0.82668 -3.88126 -1.35245 0.0 -0.3 0.0 0.069
H 6.80783 4.57178 5.26277 0.0 0.0 0.0 0.082
H 0.88288 1.28700 -3.64328 -0.2 0.0 0.1 0.101
H -0.25378 -0.25825 7.15922 0.0 0.0 0.0 0.085
H 7.25381 3.65488 3.81055 -0.1 -0.1 0.0 0.087
H 4.78682 1.60261 1.33380 0.3 0.1 0.0 0.132
H 0.81022 0.84778 -8.87372 0.0 -0.1 0.1 0.090
H -6.71337 -3.29522 -1.80054 0.0 -0.1 0.0 0.089
H -6.15113 -3.68210 -3.45227 0.0 -0.1 0.0 0.082
H 2.25422 -0.76079 -4.53063 0.0 0.0 -0.2 0.061
```
Positions in Å, forces in eV/Å.



Record 3
DFT (ωB97M-V/def2-TZVPD) results for a molecular structure, C20H56Br6N9O3P3.

Its spin multiplicity is 1. Its net charge is 0.

```
97
Properties=species:S:1:pos:R:3:forces:R:3:lowdin_charge:R:1
Br 0.49432 -1.56082 -0.96661 -0.8 0.4 1.0 0.580
Br -1.80629 0.64276 -0.79781 0.2 -0.6 0.7 0.618
Br -3.07011 -1.09620 4.27367 -0.5 0.8 -0.7 0.495
Br -0.21462 0.05625 1.93884 -0.3 -0.8 -1.5 0.591
Br -4.35072 -1.32658 1.36099 0.1 0.6 0.5 0.542
Br -5.97802 0.21179 3.66787 1.3 0.1 -0.5 0.516
P -1.67577 4.55132 2.88896 1.1 -0.5 0.4 0.637
P 0.32587 -0.55832 -5.87577 0.7 0.5 -0.1 0.586
P 1.78067 -5.42758 2.84133 1.2 0.9 0.1 0.523
O 0.99962 -1.35012 -4.78383 -1.0 1.6 -1.0 -0.311
O -2.39277 3.62856 1.94992 0.8 0.4 1.5 -0.316
O 1.32181 -6.61490 3.59086 0.4 0.4 0.4 -0.287
N -2.12868 6.17534 2.74776 0.4 1.4 0.0 -0.313
N 1.21726 0.76533 -6.47303 1.2 -1.4 -0.6 -0.336
N 0.77513 -5.00546 1.58960 1.8 0.9 -0.6 -0.335
N 0.06538 4.46402 2.63462 -0.9 1.1 0.4 -0.287
N 3.27981 -5.69733 2.12747 0.0 -1.4 -0.5 -0.323
N -1.13925 0.17579 -5.41735 -0.1 0.1 -0.9 -0.298
N 0.12346 -1.43036 -7.29161 0.5 1.3 -0.4 -0.312
N -1.92050 4.30053 4.58587 -0.7 1.4 -1.3 -0.296
N 1.99582 -3.95471 3.72601 -0.5 0.4 0.7 -0.275
C 0.66629 1.75654 -7.37321 -0.8 0.1 0.4 -0.139
C -1.59108 6.94613 1.61040 0.7 -0.2 0.4 -0.122
C 4.08456 -6.92695 2.36812 -0.5 0.9 0.0 -0.084
C 0.92457 5.43577 3.31519 -0.3 0.7 -0.3 -0.155
C 1.94015 -2.56577 3.16315 1.2 -1.0 0.8 -0.158
C -2.21253 0.69501 -6.27920 0.8 -1.2 -0.7 -0.111
C -4.15835 -0.13119 2.92045 -0.7 -1.3 0.4 -1.468
C -0.88950 -0.75794 0.20486 0.7 0.7 0.3 -1.447
C -0.82182 -2.49090 -7.38773 -0.5 -0.8 0.1 -0.140
C 1.20751 -1.54356 -8.29691 0.1 0.4 0.5 -0.093
C 2.22743 1.35007 -5.59083 -1.1 -0.3 0.3 -0.102
C -1.58892 5.26177 5.62973 1.2 1.2 -0.9 -0.126
C -0.45658 -4.42297 1.98220 -0.6 0.2 0.3 -0.130
C -3.58435 6.49576 2.87738 0.6 -1.1 0.0 -0.091
C 0.76400 -5.83100 0.35949 1.5 0.4 1.9 -0.061
C -2.12302 3.03332 5.16010 -0.5 -2.2 0.1 -0.158
C 0.77163 3.20928 2.26956 -1.4 0.9 -0.5 -0.140
C -1.53928 0.33294 -4.05002 1.2 -1.3 1.1 -0.204
C 3.94646 -4.61184 1.45366 -0.1 0.1 0.6 -0.125
C 2.67789 -4.02221 5.09446 -0.7 -1.2 -1.9 -0.074
H -1.57870 -1.51824 0.57233 0.1 0.2 -0.5 -0.085
H 1.27816 5.12425 4.29806 0.1 -0.1 0.1 0.076
H 0.52816 -6.85486 0.64965 -1.0 -0.1 -0.7 0.084
H 4.72324 -4.22528 2.11342 0.1 0.6 0.0 0.083
H 1.19628 -1.91727 3.62600 -1.0 -0.6 -0.7 0.033
H 1.71932 -0.59798 -8.47591 -0.1 0.0 0.3 0.066
H 1.83094 -5.90314 0.14844 -0.1 0.1 -0.9 0.063
H -0.33147 -3.43795 -7.61301 0.2 -0.1 -0.1 0.082
H -3.67025 0.78623 2.59154 -0.1 -0.1 0.2 -0.030
H -0.95099 -4.00201 1.10672 -0.5 -0.5 -0.1 0.073
H -1.24525 2.57528 5.61598 0.5 0.2 0.1 0.084
H 1.83980 3.40815 2.18266 -0.1 0.0 0.1 0.083
H 0.19664 -5.28624 -0.39513 0.0 -0.6 -0.1 0.084
H 2.90312 0.61040 -5.16136 -0.1 0.0 -0.2 0.078
H 2.05522 -2.61286 2.08026 -1.0 0.4 0.1 0.047
H -2.58898 1.65349 -5.92184 0.0 -0.1 0.1 0.087
H 4.95053 -7.02697 1.71375 -0.2 0.5 -0.5 0.072
H -2.19177 5.21814 6.53679 -0.1 -0.5 -0.2 0.086
H -0.50394 6.97788 1.68270 0.0 -0.6 -0.5 0.057
H -1.96747 6.55446 0.66540 0.3 0.0 -0.2 0.089
H 2.75897 2.12476 -6.14348 0.1 -0.1 0.2 0.078
H 0.06013 1.36389 -8.18961 0.3 -0.4 0.0 0.072
H 1.44381 2.40018 -7.78467 0.2 -0.2 -0.1 0.080
H 3.69290 -4.34893 4.86839 0.4 0.5 0.5 0.067
H 0.47396 6.42466 3.39969 -0.7 -0.2 0.5 0.059
H 3.46173 -7.80072 2.17654 0.1 -0.1 0.7 0.078
H -0.31127 -3.54249 2.60810 0.1 -0.3 0.4 0.060
H 4.45100 -4.89846 0.53095 -0.3 -0.2 -0.2 0.083
H 2.79777 -1.97264 3.48060 0.9 -0.5 0.0 0.073
H -1.06723 -0.49816 -3.52605 -0.1 0.0 0.5 0.028
H 4.53360 -6.83068 3.35665 -0.3 -0.7 0.3 0.074
H 0.85006 -1.86261 -9.27596 -0.5 -0.1 0.2 0.081
H 1.61984 1.76228 -4.78522 0.7 0.7 0.6 0.078
H -1.15766 1.22897 -3.56055 -0.1 0.4 -0.2 0.050
H 0.36835 2.94914 1.29089 0.2 -0.5 0.0 0.053
H 3.17735 -3.86537 1.25528 0.5 0.2 -0.3 0.050
H -2.94936 -0.10800 -6.26027 -0.8 0.5 -0.1 0.082
H -4.03227 5.76308 2.20609 -1.0 0.1 0.4 0.077
H 2.59878 -3.09448 5.66116 0.1 0.0 -0.4 0.076
H -3.85648 7.49861 2.54825 0.6 0.0 -0.3 0.078
H -2.47232 2.27199 4.46263 -0.1 0.2 -0.4 0.058
H -1.61230 6.30009 5.29890 -0.6 0.0 -0.4 0.069
H 1.94551 -2.26944 -7.95551 0.1 -0.1 0.0 0.084
H -1.81183 8.01259 1.65536 -0.7 -0.1 0.4 0.080
H -2.86796 3.04812 5.95568 -0.2 0.3 0.1 0.085
H -1.34410 -2.69233 -6.45245 -0.2 0.4 0.0 0.084
H -3.91726 6.46242 3.91476 0.0 -0.6 -0.1 0.074
H -2.61331 0.25701 -3.88031 -0.1 0.0 -0.3 0.076
H -0.95608 -5.23354 2.51284 -1.3 0.6 0.0 0.093
H -1.52159 -2.27539 -8.19517 -0.3 -0.2 0.0 0.082
H 0.57221 2.39748 2.96908 0.2 0.1 0.1 0.007
H -1.91861 0.80794 -7.32273 0.2 0.0 0.1 0.062
H -0.01439 2.40701 -6.82398 -0.2 0.4 0.1 0.075
H -0.52368 5.19000 5.84928 0.1 -0.5 0.7 0.067
H 2.23571 -4.82272 5.68756 -0.2 0.0 0.0 0.067
H 1.76629 5.75857 2.70249 0.4 -0.8 -0.2 0.080
```
Positions in Å, forces in eV/Å.



Respective electronic energy values: -1396.1919, -3720.0270, -17982.3196 Ha.